Record 1
Density functional theory data (the ωB97M-V functional and the def2-TZVPD basis) for a cluster of 2 separate species, C18H30N3O8S in total in a non-equilibrium geometry.

```
60
C18H30N3O8S | the OMol25 dataset | the ωB97M-V functional and the def2-TZVPD basis
O 4.521 0.413 2.571
N 4.073 1.433 2.325
O 3.554 1.473 0.936
C 2.289 2.113 0.972
C 1.202 1.136 0.533
C -0.164 1.665 0.986
C -1.254 1.523 -0.100
C -2.617 1.710 0.552
C -3.725 2.151 -0.412
C -5.098 1.971 0.281
C -6.000 1.041 -0.546
S -7.269 0.263 0.428
O -8.493 0.244 -0.310
O -7.287 0.825 1.741
O -6.690 -1.224 0.525
C -1.122 0.207 -0.900
C -1.415 -1.031 -0.066
C -0.414 -1.861 0.436
C -0.787 -2.970 1.199
C -2.137 -3.192 1.436
C -3.054 -2.305 0.871
N -2.719 -1.251 0.133
C 0.220 0.189 -1.625
N 1.293 1.013 -0.954
H 2.059 2.372 2.006
H 2.279 3.047 0.404
H 1.440 0.206 1.036
H -0.062 2.725 1.204
H -0.511 1.117 1.855
H -1.124 2.340 -0.819
H -2.935 0.839 1.113
H -2.509 2.517 1.280
H -3.600 3.219 -0.572
H -3.683 1.598 -1.347
H -5.582 2.925 0.457
H -4.967 1.510 1.256
H -5.378 0.246 -0.948
H -6.470 1.593 -1.351
H -7.460 -1.805 0.629
H -1.889 0.230 -1.671
H 0.640 -1.718 0.255
H -0.028 -3.624 1.601
H -2.464 -4.025 2.036
H -4.110 -2.479 1.024
H 0.070 0.642 -2.602
H 0.601 -0.804 -1.832
H 1.359 1.943 -1.363
H 2.190 0.562 -1.149
C 8.782 -3.165 -1.827
O 8.160 -1.876 -1.916
C 7.103 -1.720 -1.134
O 6.637 -2.540 -0.386
O 6.626 -0.482 -1.314
C 5.485 -0.188 -0.515
H 9.621 -3.146 -2.514
H 9.142 -3.346 -0.817
H 8.086 -3.946 -2.124
H 5.730 -0.265 0.538
H 4.664 -0.868 -0.757
H 5.194 0.829 -0.750
```

Summary:
* maximum force: 1.6 eV/A
* gap between HOMO and LUMO: 0.342 Ha
* LUMO: -3.4 eV
* charge: +1
* HOMO level: -12.751 eV
* calculated total energy: -1867.91820 hartree


Record 2
Density functional theory data (the ωB97M-V functional and the def2-TZVPD basis) for a structure of composition C7H17NO in a non-equilibrium geometry.

```
26
C7H17NO | the OMol25 dataset | the ωB97M-V functional and the def2-TZVPD basis
C -1.138 0.018 0.203
C 0.731 -0.486 0.070
C 0.964 0.636 -0.794
C -1.200 0.971 1.394
C -1.842 0.633 -1.006
C -1.825 -1.300 0.555
C 0.970 -1.865 -0.490
N 3.157 1.482 0.238
O 2.710 0.521 -0.728
H 1.100 -0.368 1.088
H 3.667 2.174 -0.312
H 3.858 0.986 0.787
H 0.755 0.481 -1.849
H 0.819 1.638 -0.401
H -0.762 0.523 2.291
H -2.240 1.224 1.639
H -0.681 1.913 1.197
H -1.480 1.638 -1.238
H -1.746 0.005 -1.895
H -2.915 0.756 -0.803
H -2.880 -1.130 0.811
H -1.359 -1.790 1.414
H -1.819 -2.000 -0.286
H 0.552 -1.978 -1.492
H 2.048 -2.039 -0.548
H 0.557 -2.643 0.158
```

Summary:
* maximum force: 5.3 eV/A
* gap between HOMO and LUMO: 0.332 Ha
* LUMO: 0.9 eV
* HOMO level: -8.173 eV
* calculated total energy: -406.76423 hartree


Record 3
Density functional theory data (the ωB97M-V functional and the def2-TZVPD basis) for a structure of composition C4H4ORu in a non-equilibrium geometry.

```
10
C4H4ORu | the OMol25 dataset | the ωB97M-V functional and the def2-TZVPD basis
O 2.047 -0.304 0.326
C 0.950 -0.986 -0.046
C -0.218 -0.118 -0.217
C -1.450 0.606 0.056
C -0.215 1.299 -0.390
H 0.115 -1.555 0.657
H 1.047 -1.715 -0.877
H -1.815 0.719 1.092
H -2.289 0.482 -0.652
Ru 1.829 1.571 0.051
```

Summary:
* maximum force: 5.3 eV/A
* gap between HOMO and LUMO (spin up / spin down): 0.335 / 0.237 Ha
* LUMO (spin up / spin down): -10.6 / -14.2 eV
* charge: +2
* HOMO level (spin up / spin down): -19.688 / -20.605 eV
* calculated total energy: -323.79794 hartree
* multiplicity: 7


Record 4
Density functional theory data (the ωB97M-V functional and the def2-TZVPD basis) for the molecule C3H3NO3 in a non-equilibrium geometry.

```
10
C3H3NO3 | the OMol25 dataset | the ωB97M-V functional and the def2-TZVPD basis
O -1.550 0.963 1.241
C -0.850 0.491 0.344
C 0.689 0.685 0.547
O 1.450 0.366 -0.574
N 0.984 -0.746 -1.044
C -0.196 -1.088 -0.989
O -1.331 -0.319 -0.542
H 0.783 1.771 0.719
H 0.687 0.005 1.510
H -0.665 -2.128 -1.213
```

Summary:
* maximum force: 5.8 eV/A
* gap between HOMO and LUMO: 0.399 Ha
* LUMO: 0.6 eV
* HOMO level: -10.232 eV
* calculated total energy: -396.47113 hartree